## P
Computed, not measured: an isolated ion of composition C4H8N and charge +1, with the ωB97M-V functional and the def2-TZVPD basis.

For the LUMO energy, the calculation gives -4.8 eV. As for the SMILES: CCC1=[NH+]C1. As for the charge: +1. The spin multiplicity is 1.

Element x y z (Å)
C1 0.762 -0.690 0.003
C2 1.763 0.435 -0.004
C3 -1.998 -0.375 0.012
C4 -0.527 -0.164 -0.059
N1 -1.264 0.928 -0.105
H1 0.820 -1.553 -0.655
H2 0.633 -1.345 0.809
H3 1.977 0.707 0.990
H4 2.722 0.180 -0.528
H5 -2.358 -0.670 -0.922
H6 -2.297 -0.685 0.961
H7 1.288 1.322 -0.450
H8 -1.521 1.909 -0.051

Atom charges from the natural (NBO) analysis, given in e for atoms 1 to 8:
1 C -0.54
2 C -0.61
3 C -0.22
4 C 0.54
5 N -0.46
6 H 0.32
7 H 0.31
8 H 0.24

***

## Q
Computed, not measured: an isolated ion of composition C4H8N and charge +1, with the ωB97M-V functional and the def2-TZVPD basis.

For the LUMO energy, the calculation gives -4.3 eV. As for the SMILES: CC[NH+]1C=C1. As for the charge: +1. The spin multiplicity is 1.

Element x y z (Å)
C1 -0.612 1.132 -1.420
C2 -0.313 -0.054 -1.752
C3 -0.122 -1.069 1.223
C4 0.329 0.298 0.800
N1 0.513 0.566 -0.668
H1 -1.183 1.979 -1.087
H2 -0.272 -0.894 -2.433
H3 -0.089 -1.707 0.299
H4 0.536 -1.626 1.969
H5 -1.196 -1.128 1.491
H6 1.373 0.530 1.133
H7 -0.400 0.980 1.219
H8 1.436 0.993 -0.776

Atom charges from the natural (NBO) analysis, given in e for atoms 1 to 8:
1 C 0.04
2 C 0.04
3 C -0.65
4 C -0.24
5 N -0.38
6 H 0.29
7 H 0.30
8 H 0.22

***

## R
Computed, not measured: an isolated ion of composition C4H8N and charge +1, with the ωB97M-V functional and the def2-TZVPD basis.

For the LUMO energy, the calculation gives -5.6 eV. As for the charge: +1. The spin multiplicity is 1.

Element x y z (Å)
C1 1.029 0.724 0.008
C2 1.259 -0.746 0.128
C3 -1.358 0.061 0.493
C4 -0.415 0.693 -0.434
N1 -0.769 -0.777 -0.449
H1 1.237 1.289 0.920
H2 1.648 1.252 -0.759
H3 1.585 -1.386 -0.714
H4 1.434 -1.450 1.067
H5 -1.274 -0.105 1.665
H6 -2.381 0.525 0.274
H7 -0.699 1.429 -1.106
H8 -1.295 -1.508 -1.094

Atom charges from the natural (NBO) analysis, given in e for atoms 1 to 8:
1 C -0.54
2 C 0.06
3 C -0.26
4 C 0.00
5 N -0.51
6 H 0.26
7 H 0.27
8 H 0.23

***

P comes first in stability; the runner-up is 0.576 eV higher.

***

## P
Computed, not measured: an isolated ion of composition C4H8N and charge +1, with the ωB97M-V functional and the def2-TZVPD basis.

For the LUMO energy, the calculation gives -3.9 eV. As for the SMILES: C=C/C=C/[NH3+]. As for the charge: +1. The spin multiplicity is 1.

Element x y z (Å)
C1 1.677 -0.419 0.055
C2 -1.023 0.533 -0.295
C3 2.678 0.440 -0.005
C4 0.070 -0.250 0.041
N1 -2.317 -0.126 0.062
H1 -0.869 1.455 -0.890
H2 3.651 0.110 0.008
H3 2.511 1.462 -0.095
H4 -2.192 -1.107 0.185
H5 -0.365 -1.057 0.524
H6 2.011 -1.500 -0.052
H7 -3.111 0.263 -0.521
H8 -2.721 0.199 0.983

Atom charges from the natural (NBO) analysis, given in e for atoms 1 to 8:
1 C -0.25
2 C -0.13
3 C -0.28
4 C -0.10
5 N -0.70
6 H 0.27
7 H 0.22
8 H 0.20

***

## Q
Computed, not measured: a 2-piece molecular cluster, C4H8N overall, with the ωB97M-V functional and the def2-TZVPD basis.

For the LUMO energy (spin up / spin down), the calculation gives -6.0 / -5.1 eV. As for the charge: +1. The spin multiplicity is 1.

Element x y z (Å)
C1 1.672 -0.068 0.612
C2 2.850 -0.459 0.237
C3 -0.950 0.034 -0.035
C4 -1.432 0.577 -1.283
N1 -1.649 -0.376 0.947
H1 1.214 0.436 1.427
H2 3.696 -0.292 0.900
H3 -0.917 0.103 -2.118
H4 -1.157 1.634 -1.322
H5 -2.516 0.481 -1.408
H6 -2.675 -0.371 0.941
H7 3.088 -0.957 -0.691
H8 -1.224 -0.742 1.792

Atom charges from the natural (NBO) analysis, given in e for atoms 1 to 8:
1 C 0.05
2 C -0.47
3 C 0.46
4 C -0.78
5 N -0.70
6 H 0.20
7 H 0.28
8 H 0.29

***

P comes first in stability; the runner-up is 1.911 eV higher.

***

## P
Computed, not measured: an isolated ion of composition C4H8N and charge +1, with the ωB97M-V functional and the def2-TZVPD basis.

For the LUMO energy, the calculation gives -5.8 eV. As for the SMILES: C=C/C=[NH+]\C. As for the charge: +1. The spin multiplicity is 1.

Element x y z (Å)
C1 0.524 0.926 0.995
C2 0.421 -0.100 1.842
C3 0.468 1.090 -0.419
C4 -0.715 -1.068 -0.966
N1 -0.112 0.262 -1.291
H1 0.308 0.108 2.882
H2 0.214 -1.186 1.481
H3 0.877 1.840 1.591
H4 0.954 2.009 -0.872
H5 -0.012 -1.906 -1.009
H6 -1.400 -1.327 -0.141
H7 -1.352 -1.187 -1.838
H8 -0.175 0.541 -2.255

Atom charges from the natural (NBO) analysis, given in e for atoms 1 to 8:
1 C -0.38
2 C -0.15
3 C 0.26
4 C -0.48
5 N -0.42
6 H 0.24
7 H 0.21
8 H 0.27

***

## Q
Computed, not measured: an isolated ion of composition C4H8N and charge +1, with the ωB97M-V functional and the def2-TZVPD basis.

For the LUMO energy (spin up / spin down), the calculation gives -5.3 / -4.9 eV. As for the charge: +1. The spin multiplicity is 1.

Element x y z (Å)
C1 -0.948 -0.264 0.358
C2 -2.123 -0.168 -0.106
C3 0.465 1.393 0.017
C4 1.395 -0.922 -0.126
N1 0.437 -0.026 0.562
H1 -2.884 -0.949 0.054
H2 -2.341 0.772 -0.715
H3 0.256 1.400 -1.116
H4 0.104 2.219 0.491
H5 1.522 -2.001 0.259
H6 1.008 -1.144 -1.205
H7 2.430 -0.462 -0.066
H8 0.679 0.150 1.593

Atom charges from the natural (NBO) analysis, given in e for atoms 1 to 8:
1 C 0.23
2 C -0.40
3 C -0.19
4 C -0.45
5 N -0.44
6 H 0.28
7 H 0.27
8 H 0.21

***

P comes first in stability; the runner-up is 4.646 eV higher.

***

## P
Computed, not measured: an isolated ion of composition C4H8N and charge +1, with the ωB97M-V functional and the def2-TZVPD basis.

For the LUMO energy, the calculation gives -5.9 eV. As for the SMILES: C=[N+]=C(C)C. As for the charge: +1. The spin multiplicity is 1.

Element x y z (Å)
C1 2.077 -0.627 0.756
C2 -0.337 0.135 -0.176
C3 -0.681 -0.044 -1.606
C4 -1.075 0.620 0.910
N1 0.872 -0.642 0.418
H1 2.779 0.174 0.900
H2 2.636 -1.516 1.116
H3 -1.737 0.053 -1.818
H4 -0.424 -1.034 -1.995
H5 -0.188 0.883 -2.087
H6 -1.619 1.529 0.623
H7 -1.952 -0.112 1.241
H8 -0.352 0.580 1.716

Atom charges from the natural (NBO) analysis, given in e for atoms 1 to 8:
1 C 0.05
2 C 0.58
3 C -0.73
4 C -0.76
5 N -0.36
6 H 0.21
7 H 0.23
8 H 0.28

***

## Q
Computed, not measured: an isolated ion of composition C4H8N and charge +1, with the ωB97M-V functional and the def2-TZVPD basis.

For the LUMO energy, the calculation gives -4.0 eV. As for the SMILES: CCC#[N+]C. As for the charge: +1. The spin multiplicity is 1.

Element x y z (Å)
C1 1.109 0.709 0.032
C2 -0.190 0.459 -0.410
C3 1.963 -0.532 0.343
C4 -2.577 0.576 -1.124
N1 -1.215 0.383 -0.892
H1 1.613 1.107 -0.870
H2 1.944 -0.873 1.458
H3 1.804 -1.431 -0.151
H4 2.974 -0.051 0.173
H5 -2.896 0.421 -2.143
H6 -3.088 -0.123 -0.414
H7 -2.889 1.542 -0.748
H8 1.133 1.224 1.050

Atom charges from the natural (NBO) analysis, given in e for atoms 1 to 8:
1 C -0.58
2 C 0.67
3 C -0.59
4 C -0.46
5 N -0.20
6 H 0.31
7 H 0.24
8 H 0.24

***

Q comes first in stability; the runner-up is 1.540 eV higher.